Formula: C50H132O16
Source: the OMol25 dataset
Level of theory: ωB97M-V/def2-TZVPD

Each line ends with the Löwdin charge.
Cartesian coordinates (Å):
C -2.90411 3.75932 -3.51696  -0.05
C -3.32965 5.12795 -2.98927  -0.27
O -3.24098 5.12816 -1.56772  -0.19
C -3.50553 6.40740 -1.04978  -0.30
C -3.31688 6.32389 0.46505  -0.06
H -3.15718 3.66700 -4.57143  0.08
H -1.82758 3.63234 -3.40598  0.06
H -3.44051 3.00847 -2.93575  0.07
H -2.64279 5.89849 -3.35776  0.11
H -4.35536 5.33352 -3.30877  0.12
H -2.79672 7.18006 -1.38244  0.11
H -4.50419 6.76344 -1.32753  0.12
H -3.99917 5.59935 0.92040  0.07
H -3.54373 7.27363 0.94730  0.08
H -2.31723 5.92625 0.64212  0.05
C 4.66690 -1.01965 -3.14805  -0.07
C 5.07894 -1.89977 -4.31775  -0.25
O 4.80868 -3.23897 -3.92203  -0.20
C 4.68533 -4.20885 -4.92230  -0.30
C 5.08939 -5.55885 -4.36730  -0.07
H 3.64334 -1.14700 -2.79850  0.05
H 5.32593 -1.28892 -2.32041  0.08
H 4.84737 0.02086 -3.42164  0.08
H 4.62973 -1.65326 -5.28160  0.12
H 6.16932 -1.82332 -4.39857  0.12
H 3.70189 -4.22201 -5.40452  0.10
H 5.40506 -4.01181 -5.73487  0.12
H 4.35597 -5.91092 -3.63671  0.06
H 6.04644 -5.42532 -3.86289  0.08
H 5.17039 -6.32957 -5.13229  0.08
C 2.63253 1.46900 2.60219  -0.06
C 2.80696 1.82144 1.14568  -0.29
O 4.14286 2.17630 0.85711  -0.15
C 4.38996 2.23162 -0.53325  -0.29
C 5.85708 2.58387 -0.73000  -0.06
H 1.58740 1.43520 2.90090  0.07
H 3.12044 0.51497 2.82451  0.07
H 3.22106 2.15182 3.22106  0.08
H 2.53722 0.99411 0.47552  0.10
H 2.10926 2.62011 0.85352  0.10
H 4.18528 1.24834 -0.97378  0.10
H 3.73836 2.96358 -1.02462  0.11
H 6.13189 2.49634 -1.77930  0.07
H 6.38621 1.77290 -0.21711  0.08
H 6.14524 3.51565 -0.25339  0.07
C 1.51233 -1.82631 -0.50235  -0.04
C 0.51985 -0.98946 0.31541  -0.26
O 0.24533 0.15117 -0.45382  -0.17
C -0.58584 1.11447 0.16360  -0.26
C -0.67413 2.36892 -0.70646  -0.05
H 2.30267 -1.14729 -0.82599  0.07
H 1.93510 -2.67121 0.04470  0.04
H 1.03223 -2.28071 -1.37243  0.04
H -0.43290 -1.52293 0.43359  0.11
H 1.02360 -0.80529 1.27188  0.10
H -1.59461 0.68335 0.17546  0.08
H -0.21847 1.37141 1.15977  0.10
H 0.30538 2.84764 -0.67666  0.05
H -1.45074 3.04769 -0.34828  0.07
H -0.96174 2.10517 -1.72452  0.05
C -2.84610 -6.27852 3.79802  -0.07
C -1.34139 -6.45005 3.67795  -0.26
O -0.94711 -5.81765 2.45460  -0.19
C 0.46557 -5.85171 2.31051  -0.26
C 0.78130 -5.19843 0.96476  -0.05
H -3.31738 -6.92511 3.05604  0.08
H -3.18308 -6.61718 4.78127  0.08
H -3.19194 -5.25321 3.68542  0.07
H -0.83023 -5.90482 4.47881  0.11
H -1.09922 -7.51357 3.60883  0.12
H 0.93512 -5.33951 3.15606  0.09
H 0.86066 -6.87282 2.28407  0.12
H 0.28250 -4.22987 0.87848  0.07
H 0.28902 -5.80271 0.20080  0.05
H 1.85641 -5.10478 0.83043  0.06
C 0.74277 5.04718 2.17597  -0.08
C 0.31200 6.20700 3.05961  -0.30
O 1.40682 6.74810 3.74463  -0.14
C 1.16464 8.06022 4.21836  -0.29
C 2.29112 8.38034 5.19976  -0.07
H 1.11281 4.20068 2.75682  0.07
H -0.10392 4.67592 1.59357  0.05
H 1.51430 5.33614 1.46076  0.08
H -0.23008 6.93944 2.44583  0.11
H -0.46625 5.81604 3.73187  0.11
H 1.20575 8.74045 3.35827  0.12
H 0.19787 8.21607 4.70580  0.12
H 2.27210 9.42408 5.50601  0.07
H 3.26178 8.12275 4.78113  0.08
H 2.13172 7.71512 6.05067  0.08
C -1.70722 -7.19771 -3.01426  -0.07
C -0.35171 -6.58823 -2.72016  -0.30
O -0.15715 -5.39396 -3.44395  -0.14
C 0.92769 -4.65123 -2.88108  -0.27
C 1.28100 -3.54391 -3.84626  -0.05
H -2.45956 -6.44190 -2.76619  0.05
H -1.85856 -7.43566 -4.06717  0.08
H -1.96669 -8.06397 -2.40792  0.08
H -0.29191 -6.43573 -1.63430  0.08
H 0.48687 -7.26477 -2.92807  0.12
H 0.63153 -4.34801 -1.87183  0.10
H 1.80132 -5.31778 -2.83195  0.11
H 1.55723 -4.03144 -4.78155  0.07
H 2.07598 -2.94309 -3.40928  0.06
H 0.38447 -2.97691 -4.10796  0.06
C -2.37650 3.29367 2.92009  -0.04
C -3.23208 3.08834 4.15281  -0.44
C -4.69009 3.44476 3.94094  -0.04
O -3.13699 1.67581 4.48384  -0.08
H -2.92128 2.87978 2.06421  0.07
H -1.37493 2.86903 2.91398  0.08
H -2.29051 4.35251 2.66227  0.07
H -2.84165 3.61535 5.02912  0.14
H -5.21774 3.16230 4.85736  0.08
H -5.18292 3.00092 3.08113  0.07
H -4.76474 4.53780 3.93699  0.09
H -3.48038 1.55585 5.37419  0.10
C -4.51465 0.00724 1.40407  -0.06
C -5.52479 0.66118 0.48782  -0.47
C -4.92630 1.89679 -0.17852  -0.04
O -5.89762 -0.18934 -0.59287  -0.05
H -4.42483 0.53658 2.35724  0.07
H -3.50330 0.03749 0.98918  0.06
H -4.74375 -1.02972 1.66064  0.08
H -6.37398 0.95057 1.11774  0.13
H -4.64354 2.65055 0.55390  0.06
H -5.61907 2.25639 -0.94146  0.09
H -4.02709 1.63659 -0.74667  0.06
H -6.19428 -1.04207 -0.25329  0.10
C -3.15243 -5.55666 -0.33485  -0.04
C -3.48781 -4.42588 0.64037  -0.47
C -3.07722 -3.06408 0.13207  -0.04
O -4.89166 -4.46246 0.92731  -0.05
H -2.06503 -5.65039 -0.38735  0.06
H -3.54097 -5.36971 -1.33720  0.08
H -3.54545 -6.52187 -0.00631  0.08
H -2.95632 -4.58842 1.57933  0.10
H -3.00326 -2.38082 0.98553  0.05
H -3.75919 -2.55866 -0.55219  0.09
H -2.05178 -3.11212 -0.23913  0.07
H -5.16389 -5.37682 1.02953  0.07
C 1.42693 3.04879 -5.20010  -0.05
C 1.98215 2.94157 -3.78805  -0.48
C 1.81189 1.56050 -3.18508  -0.04
O 3.38880 3.25100 -3.85274  -0.06
H 2.01351 2.48675 -5.92666  0.08
H 1.41232 4.09643 -5.51403  0.07
H 0.39325 2.70353 -5.30416  0.07
H 1.49720 3.64947 -3.10672  0.11
H 2.45570 0.84663 -3.70518  0.07
H 0.76548 1.26661 -3.24682  0.07
H 2.12469 1.51951 -2.14140  0.05
H 3.43198 4.20794 -3.96354  0.09
C -0.89794 -2.31594 3.66612  -0.08
C -1.99773 -1.29286 3.81931  -0.29
O -1.59479 -0.14590 3.05928  -0.11
H -1.12794 -3.20461 4.26789  0.08
H 0.03850 -1.95875 4.10561  0.05
H -0.70645 -2.61616 2.63796  0.07
H -2.20023 -1.03537 4.86286  0.11
H -2.92344 -1.68844 3.37839  0.10
H -2.13358 0.56743 3.46131  0.03
C -1.69711 -1.44018 -2.91661  -0.07
C -2.49705 -0.21867 -2.50935  -0.32
O -3.83693 -0.27261 -2.94703  -0.06
H -1.45020 -1.52059 -3.97377  0.07
H -2.21949 -2.35129 -2.60518  0.07
H -0.75462 -1.49147 -2.36147  0.05
H -1.98405 0.63809 -2.97447  0.10
H -2.46443 -0.08243 -1.42314  0.09
H -4.43494 -0.00901 -2.24159  0.04
C 0.00836 5.85073 -1.37391  -0.07
C 0.45154 7.05724 -2.19428  -0.29
O 0.72516 6.67519 -3.54631  -0.09
H -0.03003 6.19063 -0.33803  0.06
H 0.69026 5.00543 -1.43562  0.06
H -0.98431 5.60205 -1.74101  0.05
H 1.41093 7.41469 -1.81017  0.11
H -0.35976 7.78651 -2.17314  0.11
H 0.44211 7.33372 -4.18073  0.07
C 4.03179 -4.25072 -0.69805  -0.09
C 4.93107 -3.49432 0.24960  -0.31
O 4.84375 -4.04319 1.55839  -0.08
H 4.03598 -3.71580 -1.64890  0.06
H 3.00788 -4.25060 -0.30917  0.02
H 4.23448 -5.31220 -0.85118  0.09
H 4.56694 -2.45737 0.23744  0.10
H 5.97372 -3.47018 -0.09030  0.11
H 5.19011 -3.37690 2.15962  0.08
C 2.35852 -2.90076 3.31636  -0.08
C 2.02393 -3.15547 4.77605  -0.33
O 2.04178 -1.94420 5.51442  -0.07
H 1.62152 -2.27379 2.81809  0.05
H 2.48317 -3.84766 2.78520  0.06
H 3.36664 -2.48866 3.24729  0.07
H 2.76576 -3.84021 5.20559  0.12
H 1.05866 -3.67068 4.84381  0.08
H 1.31301 -1.93294 6.13726  0.08

Electronic energy: -3187.876999 Eh
Frontier orbital gap: 9.57 eV

Formula: C50H134N8O21
Source: the OMol25 dataset
Level of theory: ωB97M-V/def2-TZVPD

Each line ends with the Löwdin charge.
Cartesian coordinates (Å):
C 16.49464 15.56730 14.65637  -0.08
O 17.87138 15.14340 14.64008  -0.21
C 18.64933 15.48602 15.77213  -0.22
C 19.86212 14.53524 15.79959  -0.19
N 20.65403 14.81295 14.60340  -0.05
C 21.78615 14.00421 14.28898  -0.19
C 21.51851 12.49047 14.30575  -0.24
O 22.79111 11.92090 14.33210  -0.20
C 22.79310 10.52426 14.37622  -0.11
H 15.79353 14.86326 15.18313  0.09
H 16.18603 15.61454 13.60020  0.09
H 16.38285 16.54644 15.14304  0.07
H 17.99655 15.39749 16.65806  0.12
H 18.97042 16.55149 15.66278  0.11
H 19.48408 13.49366 15.87145  0.10
H 20.46437 14.68474 16.69974  0.11
H 19.95471 14.74413 13.85143  0.12
H 22.54257 14.12037 15.06433  0.11
H 22.20242 14.21510 13.32566  0.12
H 21.06045 12.18176 13.35101  0.13
H 20.86960 12.09600 15.06159  0.09
H 23.87218 10.22325 14.27236  0.11
H 22.24246 10.12874 13.54835  0.07
H 22.28337 10.13188 15.29716  0.08
C 22.00609 14.61874 30.68192  -0.09
O 22.20292 13.82919 29.46973  -0.21
C 22.42141 14.62525 28.31683  -0.23
C 22.53282 13.71263 27.05721  -0.22
N 22.59907 14.57265 25.88959  -0.05
C 23.85194 14.42665 25.02851  -0.16
C 23.83876 15.42546 23.84562  -0.23
O 22.89524 14.78153 23.02146  -0.24
C 22.89441 15.42618 21.74268  -0.08
H 22.95739 15.02170 31.02561  0.08
H 21.65256 13.98232 31.51408  0.09
H 21.40548 15.48102 30.52390  0.06
H 23.41567 15.19461 28.38302  0.14
H 21.56555 15.32254 28.27522  0.12
H 21.68568 13.00360 26.99903  0.11
H 23.36637 13.00345 27.19557  0.12
H 21.77476 14.49392 25.29255  0.10
H 23.83459 13.45204 24.61759  0.07
H 24.78125 14.65010 25.64458  0.14
H 24.85488 15.48900 23.38016  0.12
H 23.69361 16.46733 24.21516  0.14
H 23.96450 15.56560 21.38930  0.08
H 22.43840 16.37529 21.87352  0.06
H 22.34547 14.81419 20.96026  0.11
C 17.99401 10.86110 28.39292  -0.13
O 17.75837 10.54776 27.07105  -0.18
C 18.86607 10.79035 26.19836  -0.19
C 18.42430 10.55341 24.76026  -0.21
N 17.37622 11.45190 24.40585  -0.10
C 16.62870 11.28818 23.16415  -0.15
C 15.84245 12.56829 22.87442  -0.18
O 14.70086 12.66300 23.76394  -0.19
C 14.24800 13.99451 23.82277  -0.13
H 17.08958 10.64919 28.92079  0.08
H 18.17794 11.89033 28.64557  0.09
H 18.70330 10.16243 28.82831  0.09
H 19.73413 10.17211 26.48152  0.13
H 19.14604 11.83664 26.27985  0.11
H 18.21997 9.47752 24.63084  0.13
H 19.26630 10.87772 24.16763  0.09
H 16.72815 11.60138 25.20157  0.14
H 15.98169 10.38234 23.21293  0.14
H 17.38843 11.18030 22.44897  0.09
H 15.31428 12.65315 21.90601  0.11
H 16.47257 13.46800 22.90049  0.10
H 13.47967 14.04481 24.59929  0.10
H 13.78220 14.33930 22.93784  0.02
H 15.04505 14.67146 24.18202  0.11
C 11.66636 18.36236 21.42684  -0.14
O 12.96210 18.02978 21.78909  -0.19
C 13.22082 16.62132 21.63908  -0.20
C 14.73065 16.54365 21.32940  -0.22
N 15.05504 17.01783 20.01768  -0.04
C 16.45524 17.09240 19.68864  -0.21
C 16.65875 17.86091 18.43066  -0.22
O 16.08595 19.15757 18.57923  -0.21
C 16.53248 20.15093 17.65988  -0.09
H 11.45912 19.24320 21.91946  0.05
H 10.95334 17.56889 21.72306  0.09
H 11.45388 18.59991 20.32525  0.11
H 12.61801 16.33067 20.79834  0.11
H 12.95457 16.15414 22.59003  0.11
H 15.07677 15.47657 21.42108  0.10
H 15.28123 17.10371 22.17549  0.15
H 14.62912 17.95577 19.91483  0.12
H 16.87276 16.10848 19.50637  0.09
H 17.11800 17.55277 20.39648  0.11
H 16.13615 17.39758 17.56389  0.12
H 17.73808 17.96923 18.25478  0.11
H 15.84826 20.96806 17.88945  0.08
H 16.37431 19.80638 16.64750  0.08
H 17.57082 20.47439 17.95237  0.10
C 24.12895 15.38599 17.47246  -0.08
O 24.90501 15.68397 18.63106  -0.21
C 25.27448 17.00022 18.84743  -0.26
C 26.23915 17.04606 20.05602  -0.23
N 27.45663 16.37450 19.68707  -0.07
C 28.39564 16.40317 20.80210  -0.23
C 29.55756 15.46275 20.42822  -0.28
O 29.17348 14.15750 20.21197  -0.20
C 30.18439 13.19433 19.99074  -0.09
H 23.18209 15.89282 17.56902  0.03
H 24.03881 14.28990 17.34920  0.09
H 24.66302 15.86204 16.56322  0.12
H 24.47852 17.67449 19.08300  0.10
H 25.76971 17.48160 17.92776  0.15
H 25.71541 16.55590 20.89699  0.09
H 26.48484 18.12432 20.24172  0.14
H 27.16692 15.35719 19.66208  0.13
H 27.94276 16.09404 21.78900  0.12
H 28.79104 17.46281 20.93413  0.14
H 30.27909 15.58873 21.22808  0.11
H 29.98094 15.93504 19.50767  0.13
H 30.99827 13.43417 20.72440  0.09
H 30.54178 13.17867 18.93659  0.09
H 29.70272 12.22256 20.24999  0.10
C 12.43920 11.71820 21.63345  -0.08
O 13.42786 11.83777 20.62576  -0.20
C 13.31944 13.01729 19.87312  -0.22
C 14.37652 13.05073 18.75417  -0.19
N 14.42054 11.72812 18.09397  -0.03
C 15.52725 11.65632 17.09568  -0.17
C 16.91590 11.34904 17.68278  -0.22
O 16.82725 10.06497 18.31477  -0.16
C 18.02221 9.74429 19.01699  -0.08
H 11.56855 11.37773 21.14326  0.08
H 12.29621 12.68650 22.17862  0.10
H 12.78155 10.99693 22.33470  0.08
H 13.31363 13.88895 20.51555  0.10
H 12.42740 13.05089 19.25653  0.12
H 15.36306 13.50795 18.98680  0.09
H 13.87321 13.75887 18.05921  0.12
H 14.41542 11.02954 18.79236  0.08
H 15.51345 12.60669 16.60843  0.09
H 15.36146 10.83353 16.41863  0.11
H 17.09940 12.14103 18.43111  0.08
H 17.71698 11.46219 16.87371  0.14
H 18.88436 10.19694 18.55682  0.06
H 18.17109 8.68596 19.05424  0.08
H 17.89248 10.06176 20.07188  0.09
C 25.58836 11.04717 23.34150  -0.06
O 25.40773 10.90176 21.89292  -0.17
C 24.50837 11.86011 21.44001  -0.24
C 23.33916 11.25727 20.64244  -0.19
N 22.54314 10.47956 21.55612  -0.09
C 21.40485 9.68008 20.98374  -0.12
C 20.98645 8.57900 21.98935  -0.24
O 20.13637 7.74967 21.32997  -0.20
C 19.75877 6.56949 21.92179  -0.14
H 26.12573 10.21521 23.76079  0.08
H 24.62980 11.01730 23.80777  0.06
H 25.99690 12.01735 23.63320  0.09
H 24.99728 12.63027 20.85436  0.12
H 24.05755 12.32420 22.35061  0.10
H 23.74483 10.71055 19.79655  0.12
H 22.76599 12.02758 20.19608  0.10
H 23.21389 9.83614 22.00089  0.12
H 21.81623 9.15485 20.07003  0.14
H 20.60389 10.34044 20.69972  0.09
H 20.43558 8.88050 22.94265  0.14
H 21.93158 8.07429 22.28263  0.13
H 19.45502 6.66400 23.00984  0.10
H 20.63989 5.88224 22.07817  0.09
H 18.97396 6.02107 21.34654  0.10
C 19.74879 20.28397 14.57506  -0.11
O 20.48159 19.86966 15.72512  -0.20
C 21.28844 18.73589 15.60006  -0.25
C 22.28246 18.70636 16.74337  -0.20
N 21.76327 18.63056 18.10739  -0.05
C 20.90359 17.46449 18.36666  -0.21
C 20.38330 17.49936 19.78328  -0.21
O 19.65014 18.72617 19.91336  -0.23
C 19.42143 19.16814 21.27494  -0.09
H 20.39637 20.69883 13.78867  0.08
H 18.96822 21.08154 14.89420  0.11
H 19.10463 19.54302 14.14238  0.06
H 21.80442 18.79311 14.63680  0.12
H 20.64565 17.75873 15.53091  0.12
H 22.93727 19.57609 16.63894  0.13
H 22.73235 17.75724 16.62146  0.08
H 21.14256 19.43821 18.33539  0.12
H 21.52070 16.58084 18.18132  0.09
H 20.09839 17.46617 17.59555  0.10
H 21.30438 17.65930 20.42897  0.12
H 19.84232 16.56142 20.15870  0.12
H 19.05685 18.34318 21.93540  0.08
H 18.74384 20.04457 21.30852  0.09
H 20.33101 19.47034 21.80638  0.08
O 21.25519 12.22892 23.22278  -0.04
H 21.59143 13.06047 22.95626  -0.01
H 21.82008 11.57667 22.81003  -0.01
O 18.92679 13.67777 23.77940  -0.05
H 18.37175 12.94923 24.00367  -0.02
H 19.73128 13.18278 23.61053  0.00
O 19.69419 15.78932 22.52235  -0.08
H 19.29704 15.19290 23.21938  0.01
H 20.48652 16.02764 23.00957  0.02
O 21.47623 10.73315 17.55366  -0.06
H 21.99253 11.06788 16.82649  -0.01
H 20.77582 11.38387 17.78082  0.01
C 18.10956 13.89809 20.39798  -0.07
C 19.41046 13.07062 20.38177  -0.27
O 19.73703 12.81398 19.00707  -0.10
H 18.31424 14.71215 19.70294  0.06
H 17.79034 14.12931 21.41578  0.06
H 17.21267 13.39995 19.92466  0.06
H 19.33195 12.13872 20.94850  0.09
H 20.13729 13.67990 20.90987  0.09
H 18.92895 12.46405 18.59771  0.03

Electronic energy: -4003.023529 Eh
Frontier orbital gap: 9.26 eV